Entry 1:
The following is a DFT calculation (ωB97M-V/def2-TZVPD) of a 10-piece molecular cluster, C35H69N4O21P3 overall in a non-equilibrium geometry.

```
132
Properties=species:S:1:pos:R:3:forces:R:3:lowdin_charge:R:1
P -25.9782 11.6713 -20.8460 -0.93 1.22 0.07 0.505
P -23.7043 0.0789 -23.6788 0.07 -0.73 0.51 0.528
P -20.2949 5.9639 -6.0101 2.05 -0.09 -1.50 0.471
O -23.9186 -0.5082 -22.3208 0.28 0.81 -2.00 -0.254
O -25.0318 0.1804 -24.6122 2.45 0.60 0.43 -0.202
O -25.6798 13.2793 -20.9026 -2.61 -2.62 -0.28 -0.189
O -24.9009 10.9058 -21.4946 -1.14 -0.02 0.78 -0.220
O -19.1351 5.2849 -5.0830 -1.12 1.80 -1.64 -0.180
O -28.3761 0.2242 -9.0948 -0.54 0.44 -0.10 0.144
O -28.0752 -5.3932 -14.7318 -0.47 0.32 -0.02 0.175
O -27.4512 11.5486 -21.5281 1.51 -0.51 1.16 -0.186
O -27.6412 1.0290 -17.5626 2.12 2.36 3.46 0.100
O -27.1639 1.1712 -15.3106 -0.55 -1.78 -2.07 0.044
O -20.3120 5.0216 -7.3438 0.93 0.49 1.61 -0.201
O -19.5291 7.2849 -6.5776 0.54 -1.82 1.24 -0.195
O -26.3104 11.4451 -19.2568 0.68 0.29 -1.32 -0.200
O -30.3435 0.3916 -10.1203 -3.70 2.16 -0.54 0.114
O -28.9709 -1.1054 -10.6886 2.43 -3.29 -2.05 0.099
O -21.5580 6.2582 -5.3526 -0.48 -0.28 0.16 -0.214
O -26.2560 -4.3880 -15.5672 0.63 0.56 -0.50 0.073
O -23.1175 1.6001 -23.6474 -0.39 -1.69 -0.20 -0.215
O -26.4409 2.7784 -16.6162 -0.59 0.17 -1.75 0.064
O -27.6762 -5.3520 -17.0110 -1.20 0.03 2.21 0.048
O -22.6923 -0.8443 -24.6224 -1.42 1.32 1.04 -0.175
N -22.0940 -0.8731 -14.0142 -0.36 -0.60 1.17 0.111
N -32.0851 3.8592 -18.1913 -0.97 -0.54 2.22 0.126
N -32.5137 -1.0713 -21.1766 -0.08 -1.29 3.30 0.108
N -25.9887 8.6300 -12.1919 -1.11 3.81 -0.14 0.108
C -27.4249 -5.0116 -15.6397 0.46 -1.47 -1.93 -0.522
C -19.1723 8.2563 -5.5809 -3.20 3.03 -0.45 -0.230
C -27.2652 0.8352 -25.1459 0.07 0.37 1.14 -0.066
C -24.5951 13.7796 -20.2304 1.60 2.65 0.94 -0.309
C -25.6034 2.8016 -15.4976 0.66 0.09 1.09 -0.121
C -26.3442 0.1366 -24.1405 -1.86 -1.24 -0.67 -0.301
C -22.5167 4.1071 -7.8190 0.22 -0.23 -0.81 -0.070
C -32.5745 -1.5099 -20.0849 0.33 1.17 -2.86 -0.271
C -29.1793 -0.1145 -9.9258 2.66 1.04 3.30 -0.697
C -21.3612 5.0003 -8.3140 -1.19 0.28 1.06 -0.246
C -26.7402 -4.7563 -17.8169 1.29 1.38 -1.46 -0.203
C -23.6034 3.9204 -23.4068 -0.62 0.14 0.85 -0.073
C -21.4068 0.1936 -26.4145 0.68 0.73 0.56 -0.083
C -22.4237 -1.3539 -13.0127 0.23 0.92 -0.70 -0.286
C -28.5591 12.3788 -21.1503 -0.26 1.39 -0.97 -0.278
C -28.5654 13.5045 -22.1931 -0.60 -0.30 0.71 -0.072
C -32.7827 -2.0869 -18.7471 0.27 0.20 -0.23 -0.078
C -20.2772 9.4261 -5.8196 1.53 -0.12 1.05 -0.066
C -28.0953 10.1927 -18.1632 0.80 0.22 -0.70 -0.051
C -30.8738 -0.0719 -11.3588 0.42 -1.51 -1.25 -0.084
C -22.9071 -1.9674 -11.7613 0.49 0.03 -0.84 -0.066
C -23.5570 2.5886 -22.6634 0.33 0.02 -0.93 -0.239
C -22.5855 -0.7018 -26.0431 0.17 1.14 -1.15 -0.274
C -24.9967 14.6576 -19.0294 -0.69 -0.58 0.71 -0.069
C -26.6942 11.1996 -12.3412 0.21 0.00 0.20 -0.084
C -25.6991 -4.1891 -16.8996 0.78 -0.05 0.98 -0.093
C -18.2532 3.1103 -4.9741 1.03 0.18 0.14 -0.077
C -26.6702 10.1536 -18.7697 -0.07 -1.32 1.11 -0.270
C -30.0054 -1.3431 -11.5746 -1.32 0.81 -0.48 -0.107
C -26.4830 2.0551 -14.5010 0.59 1.11 0.60 -0.144
C -31.6622 4.1000 -19.2098 1.00 0.97 -2.14 -0.296
C -31.0903 4.3801 -20.5200 0.39 -0.14 -0.26 -0.073
C -19.3403 4.0271 -4.5106 -0.45 -1.54 0.27 -0.315
C -27.0977 1.6154 -16.6006 -2.68 -2.38 -2.46 -0.501
C -26.3081 9.7673 -12.2273 0.90 -2.60 0.48 -0.254
H -27.0949 1.8972 -24.9696 -0.02 0.21 -0.65 0.069
H -25.9732 1.5026 -13.7118 -0.08 0.32 0.02 0.140
H -28.5364 13.0078 -23.1629 -0.12 0.41 -0.12 0.084
H -23.8197 4.6551 -22.6313 0.18 0.37 -0.04 0.075
H -27.7764 11.3296 -12.3291 0.01 -0.30 -0.78 0.077
H -27.2566 2.7487 -14.1717 0.32 0.22 0.83 0.138
H -31.9024 -0.4283 -11.4155 -0.21 0.72 1.00 0.129
H -19.3669 4.1183 -3.4247 -0.20 0.08 -0.05 0.126
H -29.6264 -1.3809 -12.5959 -0.09 -0.51 0.14 0.137
H -20.2315 3.5392 -4.9054 -0.66 0.46 0.49 0.113
H -24.1976 14.5376 -20.9052 0.77 -0.47 -0.34 0.119
H -22.2752 3.0521 -7.9484 0.22 -0.05 -0.08 0.069
H -24.5460 2.3859 -22.2524 -0.09 -0.35 -0.23 0.111
H -26.5591 0.5394 -23.1507 0.68 0.24 0.10 0.119
H -23.8755 -1.5419 -11.4979 0.03 -0.28 -0.02 0.082
H -23.5103 -0.3602 -26.5080 -0.20 0.60 0.49 0.105
H -26.4694 9.3517 -19.4801 -0.68 0.26 -0.71 0.115
H -32.3236 -1.5115 -17.9432 -0.21 0.48 -0.26 0.079
H -26.4206 11.8964 -11.5489 0.58 -0.78 0.62 0.076
H -30.7347 0.6287 -12.1822 0.17 0.41 0.39 0.128
H -27.0592 -3.8953 -18.4042 -1.06 -0.28 -0.17 0.130
H -30.5635 -2.2137 -11.2300 0.21 -0.26 -0.45 0.135
H -22.8067 4.2092 -6.7733 0.18 0.59 -0.11 0.070
H -26.5982 -0.9222 -24.0900 -0.21 -0.11 0.15 0.118
H -23.3768 4.2926 -8.4623 -0.18 0.04 0.12 0.074
H -25.3949 3.8216 -15.1749 -0.03 -0.07 -0.25 0.139
H -28.2910 0.6612 -24.8212 -0.10 -0.14 -0.11 0.076
H -22.7246 4.2340 -23.9702 0.11 -0.39 0.25 0.079
H -20.4711 -0.1314 -25.9597 0.07 -0.89 -0.39 0.075
H -24.6928 2.2923 -15.8130 0.24 -0.07 0.55 0.140
H -28.0858 10.8586 -17.3003 -0.12 0.31 -0.25 0.075
H -28.7363 10.5550 -18.9669 -0.36 0.09 0.35 0.058
H -18.1557 8.6473 -5.6217 -0.02 -0.40 -0.75 0.111
H -23.8667 13.0036 -19.9951 0.11 0.16 0.05 0.121
H -32.2940 -3.0559 -18.6450 -0.41 -0.20 -0.37 0.079
H -20.1280 10.1438 -5.0130 0.18 0.33 0.02 0.057
H -24.7839 -4.7610 -17.0530 0.19 0.14 0.78 0.128
H -22.1997 -1.8267 -10.9441 -0.02 0.06 -0.14 0.080
H -29.4852 14.0672 -22.0337 -0.13 0.11 -0.42 0.076
H -22.9454 -3.0237 -12.0274 -0.42 -0.12 0.53 0.081
H -29.5012 11.8333 -21.2047 0.30 -0.58 -0.42 0.114
H -25.9649 9.8288 -18.0048 0.19 0.67 0.38 0.112
H -33.8665 -2.1201 -18.6363 0.13 -0.33 0.40 0.082
H -22.4776 -1.6318 -26.6014 0.39 -0.68 1.01 0.115
H -27.7344 14.2004 -22.0773 0.08 -0.29 0.00 0.068
H -30.4314 5.2465 -20.5780 -0.19 0.15 0.56 0.079
H -25.7103 15.4346 -19.3035 -0.20 -0.21 -0.40 0.073
H -28.6122 12.7987 -20.1458 1.04 -0.23 0.29 0.114
H -20.2011 9.9787 -6.7561 0.18 -0.36 -0.11 0.062
H -21.3739 1.1970 -25.9900 -1.10 0.23 0.14 0.064
H -18.4718 2.8373 -6.0065 0.38 -0.19 0.05 0.081
H -19.3586 8.0517 -4.5266 0.04 -1.20 -0.16 0.104
H -26.1604 11.6241 -13.1914 -0.59 -0.13 -0.40 0.077
H -21.6840 6.0321 -8.4525 -0.26 0.00 -0.09 0.114
H -21.3056 9.1044 -5.6551 0.21 -0.63 -0.29 0.063
H -26.2416 -5.4320 -18.5118 -0.49 -0.43 0.08 0.132
H -22.8755 2.5512 -21.8136 0.21 0.13 -0.22 0.119
H -21.2775 0.3605 -27.4839 -0.07 -0.47 -0.06 0.076
H -25.4870 -3.1276 -17.0273 -0.13 -0.12 0.04 0.133
H -27.1642 0.5532 -26.1940 0.27 -0.02 0.21 0.079
H -24.4735 3.9573 -24.0623 0.10 -0.21 -0.19 0.072
H -28.4877 9.2502 -17.7812 0.35 -0.24 -0.34 0.077
H -17.3163 3.6631 -4.9062 0.18 -0.06 -0.31 0.081
H -18.1078 2.2424 -4.3309 -0.40 -0.16 -0.14 0.080
H -30.4405 3.5356 -20.7495 -0.26 -0.13 -0.40 0.083
H -25.4709 14.0464 -18.2615 -0.12 -0.04 0.09 0.063
H -20.9696 4.6622 -9.2733 0.26 -0.17 0.27 0.118
H -24.2202 15.2265 -18.5181 0.59 -0.40 -0.38 0.073
H -31.8671 4.5391 -21.2679 0.03 -0.35 0.04 0.082
```
Positions in Å, forces in eV/Å.

Computed properties:
**Largest force on an atom**: 4.695 eV/A
**Energy relative to the best compared isomer or geometry (same formula, charge and spin)**: 0.0 kJ/mol
**SMILES string**: CCOP(=O)(OCC)OCC.CCOP(=O)(OCC)OCC.CCOP(=O)(OCC)OCC.O=C1OCCO1.O=C1OCCO1.O=C1OCCO1.CC#N.CC#N.CC#N.CC#N

***

Entry 2:
The following is a DFT calculation (ωB97M-V/def2-TZVPD) of a 3-piece molecular cluster, C32H62BrFN4O9PS overall in a non-equilibrium geometry.

```
111
Properties=species:S:1:pos:R:3:forces:R:3:lowdin_charge:R:1
Br 7.4603 1.5772 1.1262 -0.39 -0.20 -1.04 0.580
S 2.9642 0.1213 2.8702 -0.21 -0.32 0.28 0.872
P 1.0077 -2.0811 3.2889 -2.24 0.10 2.47 0.911
F 2.4872 -1.0093 -4.7192 -0.15 0.68 1.46 -0.099
O 2.6541 6.4355 -1.3453 -0.42 0.30 -0.59 0.057
O -7.6441 -7.1891 -1.8877 0.06 0.56 -0.10 0.165
O 0.8675 0.9057 1.4979 -0.39 -1.25 -0.59 -0.183
O 0.7772 6.5981 -2.6152 0.72 0.20 0.22 0.153
O -6.4238 -5.3011 -2.1487 -0.51 -0.31 -0.02 0.081
O -2.8570 -2.8037 -1.3984 2.22 -0.79 1.76 0.060
O 2.4433 8.1105 -2.8313 -0.28 -0.45 0.22 0.074
O 2.0772 -2.3720 4.6298 -0.04 -0.64 -2.85 -0.330
O -8.6668 -5.2054 -2.2515 0.36 -0.27 0.10 0.068
N 2.0736 0.0370 -0.2498 0.18 -0.67 1.48 -0.049
N 3.0019 -2.1299 1.3848 0.94 -1.49 -0.33 0.010
N -1.5506 -3.1202 0.6046 -1.26 0.64 -0.74 -0.096
N 0.5434 -3.7049 2.7708 2.40 0.55 0.45 -0.159
C -2.8502 -3.4352 1.3235 -0.57 -1.26 0.35 -0.227
C 4.4703 -0.6204 -1.0666 -0.66 1.65 -0.19 -0.140
C 3.9239 7.0837 -1.4367 0.72 0.15 0.79 -0.343
C -1.3189 -1.6419 0.8319 -1.51 0.12 -0.30 -0.185
C 2.2797 -0.3676 -3.4365 -0.81 -1.12 -0.76 -0.145
C 6.4428 0.8885 -0.4470 -1.02 -0.95 0.08 -0.577
C -7.5849 -6.0143 -2.0792 -0.07 -0.80 0.12 -0.543
C -5.8480 -2.9452 -2.0322 0.43 -0.20 -0.21 -0.028
C -1.6338 1.5577 1.5425 0.06 -0.35 0.73 -0.286
C -1.0635 -4.4157 -1.6557 -0.35 -0.31 0.82 0.000
C -0.0698 -1.0409 0.0931 -0.72 -0.60 -0.47 -0.032
C -1.6563 3.1419 1.3359 -0.47 0.00 -0.52 -0.061
C 1.9654 -1.1789 1.9258 0.98 -0.39 1.67 -0.640
C 2.4488 -1.4872 -2.3483 1.14 -0.04 0.06 -0.095
C -0.2882 1.0566 2.3037 -2.61 1.76 1.05 -0.164
C 1.0716 3.6588 -1.2716 -0.39 -0.81 0.67 -0.104
C 2.8908 -0.9806 -0.8622 1.72 -2.49 -1.95 -0.348
C -1.9124 -3.3510 -0.8221 -0.48 0.07 -2.29 -0.411
C -4.0970 0.8535 1.3065 0.53 0.43 0.44 -0.066
C -2.9076 1.0321 2.3954 -0.19 0.54 -1.10 -0.355
C -2.6455 -3.9231 2.8200 0.34 0.40 -0.70 -0.093
C 0.8310 2.0582 -1.3700 1.12 1.84 0.65 -0.173
C -6.7696 -3.9964 -2.6133 0.47 0.94 0.22 -0.341
C -3.2971 2.0195 3.5821 -0.22 -0.66 -0.24 -0.083
C 4.5994 7.1622 -0.0836 -0.04 -0.50 0.20 -0.020
C 5.1299 0.1528 0.1481 1.85 0.06 -1.03 -0.307
C 3.5520 8.4264 -1.9957 0.35 0.44 -0.27 -0.105
C 2.1438 1.4196 -0.6687 0.18 1.86 -2.14 -0.171
C 1.1199 -0.3344 0.8477 0.82 0.32 -1.21 -0.407
C 2.9736 -2.4062 -0.0785 -0.55 0.51 -1.40 -0.054
C 1.8541 7.0072 -2.2969 -0.76 -0.18 -0.25 -0.531
C -8.1924 -3.8663 -2.1519 -0.46 0.32 -0.20 -0.110
H 1.1912 -0.0489 -3.4538 1.51 0.03 0.04 0.122
H -2.7255 0.0016 2.8257 0.10 1.15 -0.41 0.107
H -0.9914 3.7026 2.0676 -0.72 -0.78 -0.96 0.092
H -5.6467 -3.1363 -0.9757 -0.19 0.00 -0.03 0.084
H -0.4589 -0.2860 -0.6728 0.77 -0.86 1.18 0.136
H -2.7083 3.5734 1.4525 1.38 -0.72 -0.12 0.088
H 3.8844 7.4237 0.6996 -0.01 0.16 -0.16 0.094
H -5.0576 1.2468 1.7534 0.85 -0.78 -0.67 0.081
H 0.7955 3.9394 -0.2106 0.41 -0.07 -1.13 0.072
H 3.9624 -1.8182 1.6372 -0.73 0.28 -0.27 0.134
H -2.3892 2.4696 4.0926 -1.09 -0.46 -0.68 0.085
H 3.7267 -0.6390 3.7562 -0.92 0.06 -0.88 -0.073
H 3.2224 9.1393 -1.2336 0.07 -0.13 0.08 0.145
H -6.2705 -1.9437 -2.1408 -0.06 -0.08 -0.03 0.094
H -2.0788 -3.1281 3.4135 -0.68 -1.11 -0.69 0.058
H -0.6090 0.1978 2.9623 0.99 0.48 -0.98 0.081
H -3.6553 -4.0541 3.3063 1.15 -0.04 -0.54 0.086
H 2.9043 -3.0447 1.8678 0.03 0.61 -0.34 0.143
H 2.6006 -3.1636 4.3637 -0.17 0.53 0.82 0.043
H -2.0600 -4.9008 2.7784 -0.85 1.30 0.35 0.080
H -8.2847 -3.5402 -1.1112 0.17 0.03 -0.03 0.142
H 2.9049 1.5055 -1.5240 -0.83 -0.42 1.32 0.123
H -3.5914 -2.5798 1.2943 0.90 -0.72 -0.11 0.113
H -3.9807 2.8237 3.1797 0.89 -0.71 0.61 0.079
H 0.3375 -1.8869 -0.5631 -0.22 1.19 1.08 0.107
H 5.0679 -1.5330 -1.3972 -0.86 1.12 0.67 0.131
H 0.7717 1.8351 -2.4733 -0.17 -0.29 1.35 0.093
H -1.4073 -1.4942 1.9450 0.55 -0.06 -1.18 0.078
H -2.2571 -1.1475 0.3918 1.35 -0.31 0.66 0.110
H -1.5150 -5.4494 -1.4578 0.56 1.38 -0.11 0.102
H 4.5450 6.5160 -2.1379 -0.07 0.10 -0.07 0.160
H 5.5506 -0.5664 0.9346 -0.84 1.02 -0.80 0.089
H 4.5250 0.0929 -1.9619 -0.04 -0.95 1.17 0.110
H 0.0207 -4.1482 3.5438 0.05 0.56 -0.51 0.041
H -3.8740 1.4295 4.3583 0.60 0.77 -0.84 0.086
H 2.1188 -3.0992 -0.3608 0.80 0.99 0.77 0.133
H -0.1136 1.8648 -0.7878 0.99 -0.17 -0.92 0.071
H -8.7746 -3.1975 -2.7872 -0.08 -0.22 0.03 0.142
H 2.1690 3.9301 -1.4006 -1.48 -0.30 -0.17 0.076
H 2.5490 2.1820 0.0855 -0.80 -1.36 -0.53 0.132
H -4.1572 -0.2345 0.9847 -0.25 1.38 0.47 0.058
H 1.3737 -4.3240 2.6644 -0.69 0.15 -0.22 0.039
H 3.0110 0.4863 -3.4114 -0.87 -0.89 0.19 0.117
H 0.3903 4.2368 -1.9627 1.05 -0.63 0.70 0.079
H 1.5499 -2.1707 -2.3356 0.75 0.94 0.01 0.109
H 3.9246 -2.9699 -0.3364 -1.16 0.92 0.24 0.153
H -1.1443 -4.2529 -2.7719 0.05 0.12 1.43 0.093
H 3.3278 -2.1436 -2.6829 -1.22 0.84 0.26 0.134
H 6.1235 1.7357 -1.1334 0.65 -0.97 1.02 0.080
H -1.7482 1.0874 0.5169 0.43 0.38 1.24 0.100
H 7.0772 0.1269 -1.0087 -0.63 1.24 0.83 0.080
H -6.7027 -3.9965 -3.7064 -0.12 -0.03 0.05 0.161
H -3.3264 -4.2838 0.7211 0.47 1.06 1.05 0.135
H -4.8846 -2.9652 -2.5431 -0.12 0.07 0.07 0.065
H 4.3616 8.8731 -2.5741 -0.21 -0.02 -0.11 0.144
H 0.0099 -4.4696 -1.3046 -1.16 0.15 -0.40 0.060
H -1.3600 3.3797 0.2604 -0.16 -0.13 1.55 0.070
H -3.8642 1.4599 0.3660 -0.41 -0.69 1.31 0.089
H 4.5087 0.9760 0.5989 0.38 -1.30 -0.40 0.071
H 5.4097 7.8939 -0.0877 -0.06 -0.04 -0.08 0.093
H 5.0196 6.1903 0.1862 0.03 0.10 -0.01 0.082
H -0.0748 1.9143 3.0346 0.15 -1.28 -1.02 0.144
```
Positions in Å, forces in eV/Å.

Computed properties:
**Largest force on an atom**: 3.597 eV/A
**Calculated total energy**: -151450.6218 eV
**Net charge**: +1

***

Entry 3:
The following is a DFT calculation (ωB97M-V/def2-TZVPD) of a 2-piece molecular cluster, C4H11N2O overall in a non-equilibrium geometry.

```
18
Properties=species:S:1:pos:R:3:forces:R:3:nbo_charge:R:1
O 1.0066 -0.0007 -0.3168 0.54 -0.24 -0.15 -0.485
N -1.2619 0.1011 -0.6051 0.49 -0.91 -0.39 -0.438
N 2.7373 -1.2874 1.8421 -0.60 0.03 0.23 -1.004
C -1.2198 2.4870 0.0046 -0.40 -1.03 0.54 -0.591
C -1.2087 1.4207 -1.1249 -0.03 1.79 0.06 -0.259
C -0.2888 -1.9518 -0.0768 0.82 0.09 -0.40 0.169
C -0.0678 -0.5505 -0.3517 -1.43 0.74 0.49 0.448
H -1.0913 3.4902 -0.3713 0.26 0.12 -0.19 0.250
H -2.1377 -0.4037 -0.6167 0.03 -0.01 0.10 0.424
H -0.2908 1.5460 -1.7025 0.07 -0.21 0.01 0.251
H 2.7467 -1.6151 0.8874 0.25 -0.08 0.11 0.364
H -2.1788 2.4284 0.5161 -0.19 0.13 -0.09 0.216
H 0.6124 -2.5607 -0.0281 -0.22 -0.23 0.08 0.244
H -2.0649 1.6440 -1.7457 -0.21 -0.41 -0.30 0.236
H -1.2784 -2.3796 -0.0058 -0.10 -0.17 0.27 0.223
H 3.0511 -1.9590 2.5299 0.19 -0.16 -0.29 0.379
H 1.8109 -0.9783 2.1045 0.07 0.22 -0.06 0.351
H -0.4949 2.2134 0.7615 0.46 0.34 -0.03 0.223
```
Positions in Å, forces in eV/Å.

Computed properties:
**Largest force on an atom**: 1.788 eV/A
**Energy relative to the best compared isomer or geometry (same formula, charge and spin)**: 511.0 kJ/mol
**Net charge**: +1

***

Entry 4:
The following is a DFT calculation (ωB97M-V/def2-TZVPD) of C5H10O as an isolated structure.

```
16
Properties=species:S:1:pos:R:3:forces:R:3:nbo_charge:R:1
O -1.6358 0.3320 0.9323 -0.03 -0.07 0.09 -0.725
C 0.9857 -0.8562 0.1885 -0.01 -0.06 0.05 -0.498
C -1.1917 0.3295 -0.2831 0.04 -0.18 -0.25 0.076
C 1.1447 0.6223 0.6035 -0.01 0.01 0.06 -0.411
C -0.2630 -0.7345 -0.6641 -0.01 0.17 0.03 0.115
C 0.1881 1.2952 -0.3928 0.23 0.24 -0.10 -0.358
H 0.6147 1.3939 -1.3962 -0.02 -0.04 0.13 0.203
H -1.8720 0.6101 -1.1119 0.09 0.00 0.17 0.152
H 0.7720 0.7756 1.6167 0.07 -0.01 -0.14 0.241
H 2.1722 0.9924 0.5415 -0.18 -0.07 -0.03 0.215
H 1.8269 -1.2146 -0.4144 -0.16 0.09 0.08 0.215
H -0.1965 -1.0299 -1.7161 -0.06 0.08 0.19 0.206
H -0.2093 2.2701 -0.0919 0.01 -0.29 -0.07 0.252
H 0.8579 -1.5453 1.0276 -0.02 0.14 -0.11 0.249
H -1.7388 -1.3330 0.8315 0.07 0.03 -0.10 0.149
H -1.4551 -1.9077 0.3290 0.00 -0.05 0.00 -0.082
```
Positions in Å, forces in eV/Å.

Computed properties:
**Largest force on an atom**: 0.346 eV/A
**Energy relative to the best compared isomer or geometry (same formula, charge and spin)**: 477.3 kJ/mol

***

- Which of these has the highest largest force on an atom?
  C35H69N4O21P3